(1)
39
Properties=species:S:1:pos:R:3 method="wB97M-V/def2-TZVPD" e_homo_ha="-0.6925 / -0.6924" e_tot_ha=-1253.17781 charge=+3 multiplicity=2
Mg 0.2962 -0.4903 0.1329
C 2.7780 1.2157 -0.9694
O 1.9345 0.4696 -0.4152
N 3.4327 0.9118 -2.0379
N 3.1734 2.3139 -0.4805
H 4.0266 1.5959 -2.4845
H 3.1202 0.0057 -2.3563
H 2.7466 2.7425 0.3283
H 3.9045 2.8207 -0.9586
C -1.4833 1.4798 -1.3860
O -0.6920 0.8304 -0.7348
N -2.4289 2.1655 -0.8992
N -1.5376 1.3058 -2.6976
H -3.2630 2.1549 -1.4686
H -2.6108 2.2549 0.0903
H -2.4680 1.4979 -3.0405
H -0.9459 0.5636 -3.0430
C -2.1679 -2.6480 0.1862
O -1.3645 -1.7209 0.2388
N -3.4006 -2.5751 -0.2392
N -1.9596 -3.8817 0.5309
H -3.9348 -3.4322 -0.2298
H -3.8576 -1.6779 -0.3185
H -1.0455 -4.1590 0.8589
H -2.5365 -4.6190 0.1520
C 0.2929 1.1643 2.6924
O 0.0041 0.3531 1.8081
N -0.3450 2.2373 2.9947
N 1.3547 1.2514 3.3925
H -1.2468 2.4944 2.6196
H 0.0089 2.9193 3.6503
H 1.6093 2.0749 3.9188
H 2.0398 0.6446 2.9654
O 1.2684 -2.0007 1.0341
H 2.1268 -2.2990 0.7334
H 0.8848 -2.7661 1.4622
O 0.6822 -1.5295 -1.6861
H 0.3228 -2.3765 -1.9499
H 1.2808 -1.2918 -2.3942



(2)
30
Properties=species:S:1:pos:R:3 method="wB97M-V/def2-TZVPD" relative_energy_kj_mol=384.5 e_homo_ha=-0.3107 e_tot_ha=-574.73445 multiplicity=1 smiles=CNCCCN.O.O.O.O
C -0.1909 -1.0009 1.8768
N 1.0842 -0.8753 1.0560
C 1.3527 0.3143 0.2736
C 1.7876 1.6449 0.9023
C 0.6297 2.4788 1.4121
N -0.3833 2.6263 0.4071
H -0.0561 -2.0538 2.3535
H -1.0286 -0.9914 1.2252
H -0.2094 -0.5135 2.9162
H 2.0543 -1.2581 1.5813
H 0.4834 0.5969 -0.2900
H 2.1508 0.0646 -0.3165
H 2.5169 1.6690 1.8009
H 2.4937 2.2825 0.2671
H 0.0450 1.8873 2.2832
H 0.9368 3.4561 1.8841
H -1.1378 3.1901 0.6770
H -0.0817 2.5699 -0.5084
O 0.7956 -0.7717 -3.0176
H 1.1152 -1.7019 -2.7656
H 1.3296 -0.2273 -3.4581
O -3.3580 0.9749 -0.5794
H -2.6227 1.3003 -0.0200
H -3.2584 0.0496 -0.5808
O 0.8590 -2.6293 -0.9792
H 1.5912 -3.2939 -0.5635
H 1.3616 -1.9517 -0.6499
O -2.0492 -1.8264 -0.5344
H -1.5189 -1.3280 -1.1512
H -2.5269 -2.6066 -0.8307



(3)
33
Properties=species:S:1:pos:R:3 method="wB97M-V/def2-TZVPD" relative_energy_kj_mol=92.8 e_homo_ha=-0.3391 e_tot_ha=-800.60209 multiplicity=1 smiles="NCC[C@H](N)C(=O)O.O.O.O.O.O"
N 0.3291 0.5294 -2.7599
C -1.0172 0.9778 -2.4720
C -1.2631 1.0091 -0.9513
C -1.9267 -0.2926 -0.5315
N -3.3767 -0.1272 -0.4708
C -1.6146 -0.8887 0.8505
O -2.3583 -0.8900 1.7975
O -0.4354 -1.5424 0.9375
H 0.4136 0.1184 -3.6697
H 0.7194 -0.1375 -2.1212
H -1.1124 2.0094 -2.8608
H -1.7977 0.4823 -3.0944
H -2.0757 1.7478 -0.8379
H -0.3331 1.2001 -0.4904
H -1.7595 -1.1066 -1.3076
H -3.8859 -0.8997 -0.0796
H -3.6786 0.7594 -0.1048
H -0.1633 -1.7077 1.8545
O 2.2186 -1.8305 -0.9177
H 3.1150 -2.1260 -0.7291
H 1.5879 -2.2705 -0.3366
O 2.4187 -1.7412 2.2297
H 1.9286 -1.1424 2.8205
H 2.4061 -1.2214 1.4014
O 0.7082 0.0803 3.5271
H 0.7746 0.8227 2.8936
H -0.0118 0.2707 4.1315
O 2.4052 0.7199 -0.6121
H 1.9213 1.4829 -0.9755
H 2.2272 0.1161 -1.3395
O 0.8404 1.8053 1.4719
H 1.4562 1.2303 0.9358
H 1.3399 2.5626 1.8108



(4)
30
Properties=species:S:1:pos:R:3 method="wB97M-V/def2-TZVPD" e_homo_ha="-0.0828 / -0.3648" e_tot_ha=-554.27009 multiplicity=2
N -0.1213 -0.1610 -1.6307
C -0.2515 -0.6187 -0.1764
C 0.8398 -1.6372 0.1715
C 2.2666 -1.2029 0.1186
N 2.6224 -0.7441 -1.2380
C -1.6208 -1.3093 -0.0280
N -2.5917 -0.4830 -0.7934
H -0.8479 -0.5915 -2.2028
H -0.2313 0.8720 -1.6817
H 0.8468 -0.3384 -1.9256
H -0.1336 0.2508 0.4753
H 0.7206 -2.5305 -0.4345
H 0.5536 -2.0154 1.1966
H 2.9688 -1.9634 0.5133
H 2.4293 -0.3535 0.8061
H 2.7868 -1.5522 -1.8433
H 3.5509 -0.3323 -1.1999
H -1.4835 -2.3014 -0.4556
H -1.9119 -1.4633 1.0218
H -2.8796 0.3108 -0.2176
H -3.4187 -0.9790 -1.1022
H 1.1334 3.1761 -1.3819
H 0.5768 2.5122 -0.0513
O 0.7795 2.3642 -0.9955
H -1.0299 2.3665 1.6612
H -0.5937 3.7429 1.0862
O -0.2633 2.9604 1.5309
H -1.2385 1.1692 3.4484
H -1.9288 -0.0130 2.7551
O -1.5293 0.8647 2.5736